{
  "formula": "C30H84BMnN5O12",
  "method": "ωB97M-V/def2-TZVPD",
  "symbols": ["H", "H", "O", "H", "H", "C", "H", "H", "H", "H", "H", "Mn", "H", "C", "H", "O", "N", "C", "H", "C", "C", "H", "O", "H", "H", "H", "N", "H", "H", "H", "H", "H", "H", "C", "H", "O", "H", "H", "H", "H", "C", "H", "C", "H", "H", "C", "H", "H", "N", "H", "C", "H", "H", "H", "H", "H", "H", "C", "H", "H", "H", "O", "H", "H", "N", "C", "O", "H", "C", "C", "H", "C", "H", "C", "C", "O", "H", "H", "C", "H", "H", "H", "B", "H", "H", "H", "H", "C", "H", "H", "C", "H", "H", "H", "H", "H", "H", "H", "O", "H", "H", "H", "C", "C", "H", "H", "H", "H", "H", "H", "C", "O", "H", "C", "H", "O", "C", "H", "C", "O", "C", "O", "H", "C", "H", "N", "H", "H", "C", "H", "H", "H", "C"],
  "coordinates": [[2.95350, -0.55381, -9.28304], [4.47746, 0.42317, 0.85733], [-1.55554, -6.35539, -0.15540], [3.29547, 2.97519, -9.77354], [3.98958, 1.48701, -10.06215], [0.35012, -4.09437, -0.36242], [-0.74550, 4.46643, 3.24310], [1.23810, 1.11354, -6.60376], [-0.86527, 5.12615, -3.31254], [-2.52408, -0.17972, 6.51897], [2.56457, 0.08502, 7.25754], [-1.12054, -0.10283, 2.38301], [0.08464, -1.24002, 1.07335], [-0.58517, -4.60836, -1.48644], [-0.04660, -2.91291, -2.18831], [-2.83710, -1.44899, -1.14621], [0.87376, 0.18160, -6.74102], [2.35024, 1.09668, 6.91299], [1.24802, -0.04257, -9.33835], [-2.64290, -0.64700, 5.54141], [-1.91906, -3.44777, 2.46030], [0.43708, -0.41423, -0.49809], [2.59342, 1.34721, -8.59554], [-2.52430, -4.54401, -0.59918], [1.49363, 1.42288, 3.06064], [3.27867, 1.66773, 6.90816], [1.41202, 3.66886, 1.63003], [-2.36193, 1.83614, 5.71661], [-1.08856, 3.59443, -2.53883], [-0.60546, -2.44002, 4.84667], [2.01088, 0.65136, 0.50796], [-3.23956, -6.68319, 0.99255], [-1.94428, 2.48571, 1.97056], [1.79714, 0.44214, 3.42688], [0.64443, 0.41552, 1.08829], [-1.96166, 0.16686, 4.66791], [-0.19237, -3.35036, 0.22089], [-5.01287, -0.81186, 1.00933], [1.54609, 1.58600, 7.46252], [-2.97390, -1.02509, -0.29580], [2.18068, 0.02601, -8.77839], [-1.14546, -4.16908, 2.19697], [1.03228, -1.77536, 3.66613], [0.67111, 1.87302, -4.13632], [-3.36984, 1.66329, 4.23881], [-0.17615, -2.67993, 3.87392], [-2.26452, -1.66741, 5.60216], [1.24819, -0.98875, -3.35577], [0.63532, -0.35922, 3.75243], [-3.30916, -7.28442, -0.57817], [-4.58630, -0.29499, 1.86897], [-2.46984, 4.17768, 3.18868], [-1.44665, -2.82568, -1.63576], [-5.33425, -0.07722, 3.85140], [3.25916, -0.36285, 4.90714], [-2.40444, -5.61460, -1.95457], [-0.05225, -1.34600, -5.41844], [-2.59903, -7.13506, 0.23516], [2.96740, -0.36504, -1.77703], [3.40649, 3.80447, -0.34085], [-1.72520, 5.13933, -1.82485], [-3.19845, -0.28071, 1.72959], [-2.69388, -3.58372, 3.21481], [2.34666, 1.83253, -10.66987], [-0.92064, -3.41284, -2.26716], [1.50428, 4.61838, 0.53966], [2.68163, 1.32105, 0.35562], [3.46909, 1.31640, 4.39693], [-1.76794, 0.34918, -2.44814], [1.58854, -0.57657, -4.30570], [-0.37281, 2.44636, 1.92570], [2.73075, 0.55271, 4.64134], [-5.02132, 0.70133, 1.79024], [1.57469, 1.66471, -3.56339], [0.48947, -0.40025, -5.43258], [2.61966, -1.45867, -0.11179], [1.90870, -1.57110, -7.29174], [-4.01514, 0.07779, -1.73434], [3.02027, 1.92142, -9.81754], [-0.92348, 0.05350, 0.48605], [2.38994, -1.20799, -4.68931], [-0.28867, 2.29226, 4.24389], [0.09031, -0.31445, 0.51879], [2.17074, 2.56088, -3.39101], [0.55643, -0.06207, 4.71450], [-0.29890, 0.24072, -5.03793], [4.45105, -1.16547, -1.05121], [-1.55546, 3.91511, 3.72072], [-4.62658, -1.69012, 3.53501], [1.90163, 4.10675, 2.39726], [0.57620, 4.06877, -0.53814], [4.50791, 1.31514, -0.61934], [0.07913, -3.73345, 3.98807], [1.78921, -2.11837, 4.37147], [0.61032, -4.91277, 0.30886], [2.94966, 5.47465, -0.61657], [-1.59790, 4.32870, 4.72831], [3.71677, 5.00643, 0.84008], [-1.54161, 1.28960, -1.47622], [1.28973, -3.67618, -0.72347], [-2.51179, -3.17115, 1.58837], [1.26692, 1.29497, -2.58530], [-1.88831, -5.30912, -1.04441], [2.02307, -0.48712, -7.28885], [-6.18510, -1.28960, 2.81333], [-1.08788, 0.84417, -0.75698], [-0.07679, -5.36031, -2.08995], [1.68831, -1.22629, -0.09862], [-0.41027, 4.03881, -0.07546], [1.14806, 5.55324, 0.97239], [-2.37466, 1.54290, 4.66688], [1.85239, 1.07414, 5.59091], [0.82997, 3.03195, -0.75880], [3.89136, 0.62934, -0.03826], [-3.31197, -1.05196, -3.00078], [2.29608, 0.64716, -4.21094], [-5.22360, -0.87796, 3.12020], [-0.91868, -0.32152, -2.57860], [2.95790, 4.67968, 0.12912], [0.32661, 4.96950, -1.67332], [-1.28621, 2.37506, 3.81242], [-1.12538, -2.31293, 2.88373], [-1.82951, 0.86653, -3.40556], [3.51139, -0.64225, -0.87408], [1.98942, 2.86770, 1.41824], [-1.15784, 2.00196, 2.37995], [-3.71672, -0.63874, 5.35446], [2.47246, 0.08419, 2.64976], [-3.13440, -0.43660, -2.11879], [-2.21385, -8.07523, 0.62989], [2.98727, -0.34380, -6.80113], [1.50800, -1.96882, 2.70470], [-0.89619, 4.64753, -2.33373]],
  "forces_ev_per_a": [[0.1, -0.2, 0.0], [0.0, -0.6, 0.1], [1.3, 1.2, -0.8], [-0.6, 0.1, 0.9], [0.0, -0.5, -0.4], [-0.7, -1.5, 0.5], [0.2, -0.5, -0.2], [-1.0, 1.2, -0.4], [0.2, 0.1, -0.1], [0.0, -0.3, 0.6], [-0.1, -0.1, 0.3], [-2.4, -1.0, 0.3], [0.2, -3.5, 1.6], [0.2, 0.0, 0.6], [0.4, 0.4, -0.7], [0.0, 0.3, 0.0], [2.9, -2.3, 4.1], [-0.2, 0.3, -0.5], [-0.1, -0.1, 0.0], [-1.2, 0.4, 1.6], [0.0, 1.5, -0.3], [1.1, -0.4, -3.7], [-0.5, 0.9, -0.4], [-0.3, 0.0, 0.5], [0.0, 0.2, 0.4], [0.0, 0.2, 0.4], [-0.6, -0.6, 1.3], [0.0, 0.6, 0.0], [0.2, -0.2, 0.6], [-0.1, 0.1, 0.3], [-0.4, -0.2, 0.1], [0.1, 0.3, 0.5], [-0.5, -0.6, -0.7], [2.1, 0.3, -0.6], [2.0, 2.6, 1.9], [1.0, 0.8, -1.9], [0.1, 0.2, 0.0], [-0.2, -0.4, -0.3], [0.4, -0.1, 0.5], [0.1, 0.1, 1.1], [0.5, -0.3, 1.6], [-0.9, -0.9, 0.3], [-0.2, -1.2, 0.3], [-0.1, 0.5, 0.0], [-0.1, -0.1, -0.1], [0.1, 1.4, 0.5], [0.1, 0.2, -0.4], [-0.8, 0.3, -0.1], [1.4, -0.8, -0.7], [0.1, -0.6, -0.4], [0.5, 0.1, -0.7], [-0.2, -0.3, 0.1], [-1.0, 0.2, 0.0], [-0.2, -0.3, 0.3], [-0.3, -0.2, 0.3], [-0.1, -0.6, 0.0], [0.5, -0.5, -0.9], [-1.7, -0.8, 0.3], [0.5, 0.3, -0.4], [-0.7, -0.4, 0.0], [-0.2, -0.4, 0.3], [0.7, -0.1, 0.4], [0.4, -1.0, 0.3], [-0.4, -0.4, 0.2], [0.3, -0.2, -0.4], [0.9, -1.1, 0.1], [1.5, 0.1, -0.7], [0.5, 0.0, 0.0], [-2.5, -0.3, -0.1], [2.9, 1.6, -1.4], [0.8, 0.4, 0.4], [-0.8, 1.5, -1.3], [0.1, 0.6, -0.1], [-0.5, 0.1, 1.0], [-2.7, 0.8, -0.4], [2.0, -1.0, 0.3], [-0.5, 0.0, 0.0], [0.3, 0.8, -0.6], [1.4, 0.4, -0.6], [-3.7, 1.1, -0.5], [-0.4, -0.6, -0.1], [-0.1, -0.4, 0.4], [0.2, -0.1, -0.4], [0.1, -0.2, -0.4], [-1.1, -0.4, 0.6], [0.2, 0.4, 0.2], [-0.3, -0.4, -0.3], [-0.1, -0.3, 1.6], [0.0, -0.1, 0.0], [-0.1, 0.0, 0.5], [-1.7, 1.7, -0.1], [-0.1, 0.1, -0.3], [0.0, -0.2, -0.9], [0.1, 0.5, 0.5], [0.1, -0.1, 0.2], [0.5, 0.1, -0.5], [-0.3, 0.2, 0.1], [-0.5, 0.1, 0.7], [0.6, 1.3, 0.2], [-0.1, 0.1, -0.3], [0.4, 0.3, -0.3], [-0.2, 0.1, 0.2], [1.1, 1.1, 0.2], [-0.7, -1.4, -3.6], [-0.2, 0.1, 0.4], [0.0, 0.0, 0.4], [0.3, 0.2, -0.2], [-0.2, 0.5, -0.5], [-0.1, -0.4, 0.4], [0.0, 0.3, -0.6], [1.8, 0.1, -1.0], [-0.1, -0.3, 1.0], [0.3, 0.0, -0.7], [-1.2, 0.0, -0.4], [-0.7, 0.4, -0.3], [-0.2, -0.8, 0.1], [0.4, -0.1, -0.2], [-0.1, -0.7, 0.3], [0.5, 1.7, -1.6], [1.0, -1.6, 0.5], [-0.2, 1.8, -0.2], [-0.1, -0.9, 0.0], [-0.5, 0.2, -0.3], [-0.7, 1.0, 1.8], [0.1, -0.3, -0.3], [-1.2, -0.4, 0.7], [-0.1, -0.3, -0.2], [-0.7, -0.6, -0.5], [2.5, -1.7, -0.7], [-0.1, 0.0, -0.2], [-0.1, 0.9, 0.6], [-0.4, 0.2, -0.3], [0.3, 0.9, -0.5]],
  "mulliken_charge": [0.462, 0.279, -0.302, 0.271, 0.326, -1.058, 0.299, 0.430, 0.332, 0.314, 0.342, 1.538, -1.198, 0.563, 0.122, -0.437, 0.072, -0.878, 0.401, -0.843, -1.165, -0.856, -0.278, 0.149, -0.531, 0.311, 0.164, 0.645, -0.022, 0.118, -1.744, 0.261, 0.296, 0.231, -2.182, 0.151, -0.320, 0.397, 0.228, -0.104, -0.741, 0.602, -0.724, 0.340, 0.305, -1.022, 0.154, -0.244, 0.276, 0.350, -0.644, 0.451, 0.078, 0.206, 0.396, 0.466, 0.567, -0.789, -0.191, 0.151, 0.342, -0.986, 0.277, 0.321, -0.620, -0.006, -0.339, 0.609, 1.041, 0.229, -0.911, -1.390, 0.270, -0.057, -1.284, -0.567, 0.536, 0.400, -0.825, 0.553, 0.569, -0.230, 11.593, 0.384, 0.438, 0.322, 0.475, -1.754, 0.102, 0.328, 0.598, 0.515, 0.665, 0.517, 0.568, 0.482, 0.456, 0.401, -0.378, 0.409, -0.009, -0.390, -0.691, -0.586, 0.392, -1.822, 0.514, -1.440, 0.232, 0.475, -1.240, -0.238, -0.637, -0.895, 0.306, -0.419, -1.025, -0.738, -1.556, -0.497, 0.899, 0.480, 0.393, 0.011, -0.013, -0.389, 0.212, -0.228, -0.892, 0.261, 0.295, -0.098, -0.493],
  "total_charge": 1,
  "s2": 12.01,
  "homo_lumo_gap_ev": [7.411, 1.602],
  "multiplicity": 7
}